1.
DFT (ωB97M-V/def2-TZVPD) results for the ion C4H12N3O2 with charge +1.

The geometry in XYZ format:
```
21
Properties=species:S:1:pos:R:3:nbo_charge:R:1
C -2.3757 0.5152 -1.2915 -0.40
N -1.9148 -0.5918 -0.3751 -0.54
C -0.6765 -0.7709 0.1215 0.65
N -0.2017 -1.6533 0.8793 -0.71
N 0.4428 0.2406 -0.4188 0.11
O 0.2053 1.4915 0.2341 -0.37
C 0.3803 1.4239 1.6587 -0.30
O 1.6090 -0.2923 0.0033 -0.42
C 2.5757 -0.5685 -1.0469 -0.30
H -2.5040 1.2906 -0.5036 0.23
H -3.2514 0.1467 -1.7204 0.23
H -1.6392 0.9343 -1.9967 0.25
H -2.6412 -1.3197 -0.1454 0.43
H 0.6311 -1.5199 1.3507 0.44
H -0.8418 -2.2208 1.4289 0.42
H 0.1311 2.4957 1.8484 0.24
H 1.5512 1.3273 1.7974 0.21
H -0.2065 0.6909 2.1375 0.17
H 3.5461 -0.4655 -0.4485 0.24
H 2.8523 0.2740 -1.8203 0.22
H 2.3276 -1.4280 -1.6927 0.21
```

Properties
- largest force on an atom (eV/A) = 6.70
- SMILES = C/[NH+]=C(/N)N(OC)OC
- electronic energy (eV) = -12896.430
- Kohn-Sham gap (eV) = 11.149
- net charge = +1

2.
DFT (ωB97M-V/def2-TZVPD) results for the ion C4H10N with charge +1.

The geometry in XYZ format:
```
15
Properties=species:S:1:pos:R:3:nbo_charge:R:1
C 1.4583 -0.9329 0.9900 -0.35
C 0.4866 -0.2443 0.4341 0.13
N 0.3110 1.1558 0.9338 -0.70
C -0.5802 -0.7808 -0.4992 -0.45
C -1.0638 0.2488 -1.5170 -0.61
H 1.5296 -2.0093 0.9125 0.25
H 2.2493 -0.5326 1.6075 0.22
H 1.1272 1.7427 0.7608 0.46
H -0.5535 1.5067 0.5067 0.45
H 0.1252 1.1310 1.9368 0.45
H -0.1138 -1.7027 -0.8262 0.26
H -1.4324 -1.0859 0.1143 0.23
H -1.8643 -0.1599 -2.1241 0.26
H -0.2287 0.5019 -2.1746 0.23
H -1.4504 1.1617 -1.0554 0.18
```

Properties
- largest force on an atom (eV/A) = 1.59
- SMILES = C=C([NH3+])CC
- electronic energy (eV) = -5792.688
- Kohn-Sham gap (eV) = 11.129
- net charge = +1

3.
DFT (ωB97M-V/def2-TZVPD) results for a structure of composition C40H50BiN6O3.

The geometry in XYZ format:
```
100
Properties=species:S:1:pos:R:3:nbo_charge:R:1
Bi -0.2713 0.5376 -0.9246 2.01
C 3.0624 3.6246 3.7053 -0.59
C 2.6904 4.0520 2.2841 -0.43
C 2.4735 2.8557 1.4201 -0.07
C 3.3870 2.1592 0.6804 0.06
C 4.8262 2.4732 0.4480 -0.44
C 5.0285 3.0657 -0.9500 -0.61
C 2.6825 1.0452 0.0926 0.15
N 1.3707 1.1129 0.4469 -0.70
C 1.2226 2.1528 1.3114 0.28
C 0.1436 2.3348 2.1518 -0.32
C -0.9473 1.4756 2.2592 0.24
C -1.7983 1.3483 3.4293 -0.10
C -1.4370 2.0653 4.7007 -0.42
C -2.3660 1.9245 5.9018 -0.60
C -2.7482 0.4270 3.0903 0.03
C -2.4577 0.0024 1.7307 0.11
C -3.2496 -0.8717 0.9906 -0.23
C -2.8335 -1.5943 -0.1230 0.11
N -1.5380 -1.7665 -0.4136 -0.53
C -1.4621 -2.5624 -1.4909 0.12
C -0.2460 -2.9931 -2.0081 -0.22
C 1.0085 -2.4975 -1.6712 0.14
N 1.2680 -1.3226 -1.0505 -0.57
C 2.6032 -1.1571 -1.0202 0.18
C 3.2641 -0.0192 -0.5687 -0.24
C 3.2559 -2.3355 -1.5503 -0.05
C 2.2603 -3.1624 -1.9772 0.04
C 2.3876 -4.5334 -2.5515 -0.44
C 1.9982 -5.6082 -1.5314 -0.60
C 4.7334 -2.5493 -1.6022 -0.43
C 5.3253 -1.9449 -2.8782 -0.60
C -2.8019 -2.9209 -1.9408 -0.04
C -3.6650 -2.3200 -1.0731 -0.04
C -5.1577 -2.2798 -1.0919 -0.42
C -5.6657 -0.9072 -1.5462 -0.59
C -3.0921 -3.6697 -3.1980 -0.42
C -2.9313 -2.7385 -4.4039 -0.59
N -1.3397 0.6274 1.2935 -0.61
C -3.7901 -0.2713 3.9005 -0.44
C -3.2595 -1.6464 4.3199 -0.60
H 3.2346 4.4915 4.3408 0.20
H 3.9642 3.0164 3.6859 0.20
H 2.2626 3.0258 4.1335 0.21
H 3.4873 4.6688 1.8678 0.21
H 1.7812 4.6550 2.3031 0.22
H 5.4179 1.5602 0.5565 0.20
H 5.1749 3.1861 1.1992 0.20
H 4.5312 2.4633 -1.7067 0.26
H 6.0887 3.1346 -1.1901 0.19
H 4.5948 4.0623 -0.9993 0.20
H 0.2105 3.1430 2.8627 0.21
H -1.3394 3.1324 4.4727 0.21
H -0.4412 1.7185 5.0045 0.21
H -3.3439 2.3532 5.6972 0.20
H -1.9378 2.4597 6.7491 0.20
H -2.4859 0.8855 6.1943 0.20
H -4.2644 -1.0283 1.3370 0.20
H -0.2672 -3.8014 -2.7275 0.20
H 4.3335 0.0292 -0.7158 0.21
H 3.4186 -4.6997 -2.8712 0.20
H 1.7453 -4.6228 -3.4311 0.21
H 2.6352 -5.5462 -0.6498 0.20
H 2.0998 -6.6023 -1.9676 0.19
H 0.9676 -5.4726 -1.2107 0.21
H 4.9503 -3.6207 -1.5701 0.20
H 5.2004 -2.0907 -0.7269 0.21
H 4.9631 -2.4893 -3.7486 0.20
H 6.4146 -1.9880 -2.8597 0.19
H 5.0169 -0.9072 -2.9785 0.23
H -5.5510 -2.4825 -0.0894 0.20
H -5.5425 -3.0508 -1.7660 0.20
H -5.3544 -0.1406 -0.8385 0.20
H -6.7543 -0.9027 -1.6124 0.20
H -5.2558 -0.6502 -2.5215 0.20
H -4.1104 -4.0711 -3.1842 0.20
H -2.3993 -4.5105 -3.2966 0.20
H -3.6410 -1.9167 -4.3401 0.20
H -3.1006 -3.2704 -5.3393 0.20
H -1.9314 -2.3122 -4.4213 0.22
H -4.6842 -0.4134 3.2885 0.20
H -4.0700 0.3083 4.7784 0.21
H -2.8786 -2.1711 3.4463 0.22
H -4.0410 -2.2512 4.7756 0.20
H -2.4442 -1.5424 5.0316 0.20
N -2.7279 1.9500 -1.3641 -0.84
C -2.3124 3.1116 -0.5936 -0.31
C -1.0077 3.6824 -1.1783 0.64
O -0.9548 4.8688 -1.5068 -0.71
N -0.0342 2.7950 -1.2596 -0.79
C 1.1998 3.1717 -1.8902 -0.36
C 1.8405 2.0177 -2.6882 0.79
O 2.8936 2.2405 -3.2734 -0.72
O 1.2203 0.9072 -2.7087 -0.83
H -3.0060 2.2300 -2.2970 0.37
H -3.4884 1.4515 -0.9186 0.37
H -2.1207 2.7881 0.4296 0.21
H -3.0571 3.9250 -0.5778 0.18
H 1.9299 3.5038 -1.1423 0.20
H 1.0359 4.0057 -2.5848 0.23
```

Properties
- largest force on an atom (eV/A) = 1.22
- electronic energy (eV) = -63218.754
- Kohn-Sham gap (eV) = 5.680
- net charge = -1

4.
DFT (ωB97M-V/def2-TZVPD) results for a structure of composition C22H26IrN6S2.

The geometry in XYZ format:
```
57
Properties=species:S:1:pos:R:3:nbo_charge:R:1
Ir 2.1191 -0.8099 -3.4604 1.13
C 5.3636 -2.3571 -1.3767 -0.69
C 4.5853 -3.2455 -2.2655 0.21
N 3.5898 -2.8929 -3.0236 -0.52
C 3.0827 -3.9574 -3.7284 0.17
C 3.7498 -5.1756 -3.4830 -0.30
S 4.9752 -4.9661 -2.3771 0.68
C 1.9784 -3.7694 -4.5850 0.11
C 1.4072 -4.7500 -5.3959 -0.29
S 0.1125 -4.1326 -6.2553 0.68
C 0.3459 -2.5760 -5.5163 0.18
N 1.3492 -2.5330 -4.6760 -0.54
C -0.5552 -1.4495 -5.8568 -0.68
H 5.0375 -1.3273 -1.4967 0.25
H 6.4306 -2.4309 -1.5988 0.29
H 5.2346 -2.6625 -0.3349 0.29
H 3.5353 -6.1437 -3.9126 0.29
H 1.7162 -5.7799 -5.4989 0.29
H -1.3280 -1.7573 -6.5579 0.28
H 0.0205 -0.6378 -6.3052 0.26
H -1.0359 -1.0746 -4.9524 0.26
C -0.9996 2.5409 -4.1202 -0.19
C -0.4104 3.3082 -5.1091 -0.12
C 0.8186 2.9174 -5.6239 -0.16
C 1.4250 1.7597 -5.1455 0.10
N 0.8239 1.0115 -4.1945 -0.49
C -0.3408 1.3954 -3.6860 0.06
C 2.7365 1.2813 -5.5885 0.11
C 3.4818 1.9340 -6.5629 -0.24
C 4.7241 1.4471 -6.9172 -0.04
C 5.2591 0.2791 -6.2987 -0.09
C 4.5408 -0.3826 -5.3431 -0.28
C 3.2694 0.0860 -4.9451 -0.22
H -1.9492 2.8151 -3.6821 0.27
H -0.8916 4.2067 -5.4716 0.27
H 1.2951 3.5201 -6.3826 0.25
H -0.7660 0.7724 -2.9075 0.22
H 3.1113 2.8218 -7.0544 0.25
H 5.3058 1.9547 -7.6761 0.26
H 6.2385 -0.0704 -6.5993 0.26
H 4.9569 -1.2687 -4.8811 0.23
N 2.8091 0.9574 -0.9422 -0.54
C 2.5382 0.2753 -1.8291 0.25
H 3.0176 1.5465 -0.1535 0.49
N -8.7554 1.8932 15.9953 -0.68
C -8.1504 3.0859 15.3051 -0.23
C -7.0041 2.6017 14.4147 -0.25
N -7.3845 1.5608 13.5056 -0.89
H -9.6510 2.1027 16.4376 0.45
H -8.1309 1.5137 16.7092 0.44
H -8.8914 1.1705 15.2757 0.45
H -7.8298 3.7957 16.0643 0.24
H -8.9478 3.5286 14.7109 0.23
H -6.1798 2.2425 15.0340 0.22
H -6.6247 3.4803 13.8882 0.23
H -8.0371 1.7370 12.7641 0.40
H -7.1214 0.6079 13.6666 0.40
```

Properties
- largest force on an atom (eV/A) = 0.61
- expectation value of S² = 8.8083
- 2S+1 = 6
- electronic energy (eV) = -56646.490
- Kohn-Sham gap (spin up / spin down) (eV) = 5.569 / 2.590
- net charge = +4